Model A:
One molecule with the formula C21H20N2O4S. Source: the OMol25 dataset; level of theory: ωB97M-V/def2-TZVPD.

Properties
Structure (SMILES): COc1cccc(C(=O)Nc2cc(NC(=O)c3cccs3)ccc2C)c1OC
LUMO level, eV: 0.1

```
! RIJCOSX wB97M-V def2-TZVPD def2/J DEFGRID3
* xyz 0 1
C -1.071 -2.136 -1.696
O 0.225 -2.524 -1.303
C 0.560 -2.228 0.013
C -0.166 -2.805 1.049
C 0.148 -2.569 2.371
C 1.183 -1.708 2.676
C 1.904 -1.102 1.660
C 2.970 -0.127 2.039
O 3.852 -0.384 2.832
N 2.904 1.114 1.470
C 1.980 1.617 0.553
C 0.627 1.332 0.698
C -0.283 1.757 -0.261
N -1.636 1.405 -0.218
C -2.249 0.491 0.589
O -1.716 -0.100 1.508
C -3.661 0.242 0.252
C -4.489 -0.603 0.940
C -5.786 -0.672 0.396
C -5.934 0.116 -0.701
S -4.495 0.961 -1.093
C 0.156 2.545 -1.322
C 1.493 2.879 -1.422
C 2.427 2.415 -0.508
C 3.884 2.732 -0.664
C 1.641 -1.388 0.310
O 2.511 -0.821 -0.571
C 2.258 -0.832 -1.957
H -1.227 -2.562 -2.686
H -1.151 -1.042 -1.755
H -1.843 -2.503 -1.016
H -0.982 -3.466 0.797
H -0.421 -3.042 3.155
H 1.435 -1.476 3.699
H 3.721 1.685 1.649
H 0.281 0.759 1.540
H -2.201 1.830 -0.942
H -4.157 -1.145 1.807
H -6.574 -1.280 0.801
H -6.804 0.258 -1.311
H -0.547 2.891 -2.066
H 1.822 3.495 -2.246
H 4.062 3.249 -1.604
H 4.233 3.374 0.146
H 4.475 1.816 -0.651
H 2.215 -1.848 -2.354
H 3.096 -0.297 -2.402
H 1.331 -0.304 -2.198
*
```

natural (NBO) charges in e:
1. C -0.24
2. O -0.53
3. C 0.19
4. C -0.22
5. C -0.22
6. C -0.16
7. C -0.20
8. C 0.68
9. O -0.59
10. N -0.63
11. C 0.27
12. C -0.30
13. C 0.14
14. N -0.59
15. C 0.65
16. O -0.59
17. C -0.32
18. C -0.19
19. C -0.26
20. C -0.39
21. S 0.42
22. C -0.22
23. C -0.20
24. C -0.08
25. C -0.64
26. C 0.36
27. O -0.52
28. C -0.24
29. H 0.20
30. H 0.17
31. H 0.18
32. H 0.22
33. H 0.22
34. H 0.23
35. H 0.41
36. H 0.27
37. H 0.40
38. H 0.25
39. H 0.23
40. H 0.24
41. H 0.20
42. H 0.21
43. H 0.22
44. H 0.21
45. H 0.23
46. H 0.20
47. H 0.19
48. H 0.18



Model B:
One molecule with the formula C21H20N2O4S. Source: the OMol25 dataset; level of theory: ωB97M-V/def2-TZVPD.

Properties
Structure (SMILES): CC(=O)c1cccc(NS(=O)(=O)c2cc(-c3cnc(C4CC4)o3)ccc2C)c1
LUMO level, eV: -0.4

```
! RIJCOSX wB97M-V def2-TZVPD def2/J DEFGRID3
* xyz 0 1
C -2.249 -2.107 -1.364
C -0.824 -1.410 -1.599
O -0.693 -0.328 -2.322
C 0.225 -1.972 -0.845
C -0.018 -2.889 0.073
C 1.116 -3.281 0.788
C 2.287 -2.853 0.860
C 2.468 -1.841 -0.240
N 3.792 -1.304 -0.538
S 4.113 0.100 0.836
O 3.780 -0.621 1.923
O 5.356 0.448 0.701
C 2.857 1.059 0.455
C 1.539 0.788 0.951
C 0.531 1.602 0.365
C -0.960 0.966 0.900
C -1.261 -0.128 1.579
N -2.639 -0.067 1.389
C -3.055 0.808 0.580
C -4.356 1.228 0.350
C -5.515 0.868 1.316
C -5.438 0.022 0.166
O -1.920 1.513 0.442
C 0.543 2.621 -0.328
C 1.778 2.959 -0.960
C 2.861 2.373 -0.330
C 4.295 2.814 -0.988
C 1.449 -1.553 -1.202
H -2.508 -2.044 -0.443
H -2.108 -3.279 -1.610
H -2.887 -1.819 -2.100
H -0.887 -3.403 0.368
H 0.969 -3.855 1.695
H 3.128 -2.898 1.187
H 3.868 -0.828 -1.299
H 1.423 -0.015 1.602
H -0.859 -0.730 2.297
H -4.550 2.171 -0.237
H -5.209 0.620 2.566
H -6.292 1.783 1.386
H -5.022 -0.717 0.369
H -6.098 0.199 -0.807
H -0.271 3.250 -0.831
H 1.933 3.616 -1.546
H 4.251 2.596 -1.950
H 5.113 2.314 -0.837
H 4.537 3.786 -0.875
H 1.409 -0.561 -1.892
*
```

natural (NBO) charges in e:
1. C -0.67
2. C 0.61
3. O -0.58
4. C -0.22
5. C -0.18
6. C -0.19
7. C -0.18
8. C 0.18
9. N -0.80
10. S 2.42
11. O -0.96
12. O -0.91
13. C -0.50
14. C -0.07
15. C -0.06
16. C 0.34
17. C -0.19
18. N -0.49
19. C 0.43
20. C -0.32
21. C -0.38
22. C -0.33
23. O -0.40
24. C -0.17
25. C -0.17
26. C 0.09
27. C -0.64
28. C -0.23
29. H 0.22
30. H 0.21
31. H 0.23
32. H 0.23
33. H 0.20
34. H 0.22
35. H 0.34
36. H 0.24
37. H 0.22
38. H 0.25
39. H 0.25
40. H 0.22
41. H 0.18
42. H 0.23
43. H 0.24
44. H 0.18
45. H 0.21
46. H 0.23
47. H 0.21
48. H 0.27



Ordering by calculated energy gives the sequence model A, model B, with the first entry being the most stable.